(1)
ORCA calculation (the ωB97M-V functional and the def2-TZVPD basis) on C4H4N2O as an isolated structure.

The geometry in XYZ format:
```
11
Properties=species:S:1:pos:R:3:forces:R:3
O -0.1905 0.0512 -1.2968 0.0 0.0 0.0
H 2.0138 -1.6894 0.4617 -0.1 0.1 -0.1
H -0.8932 0.8855 1.9075 0.1 -0.1 -0.1
N -2.0515 1.1074 -0.4028 0.3 -0.2 0.0
C 1.2534 -0.9447 0.2357 0.0 -0.2 -0.1
C 0.8451 -0.8354 -1.1014 0.0 0.0 0.3
H 1.9579 -0.2886 -0.6469 0.1 0.1 -0.1
H -2.2992 1.1461 -1.3933 0.0 0.0 0.1
C -0.3687 0.3623 1.1079 0.1 -0.1 0.1
N 0.6754 -0.3209 1.3746 -0.3 0.2 -0.2
C -0.9424 0.5263 -0.2462 -0.2 0.1 0.1
```
Forces are in eV/Å.

Properties
HOMO energy ... -9.1430 eV
Orbital gap ... 8.6 eV

(2)
ORCA calculation (the ωB97M-V functional and the def2-TZVPD basis) on one molecule with the formula C4H4N2O.

The geometry in XYZ format:
```
11
Properties=species:S:1:pos:R:3:forces:R:3
N -0.8420 -1.3817 0.0133 0.6 -0.3 0.5
N 2.3720 0.1938 0.0966 -0.5 0.1 0.0
O 0.2968 1.2279 -0.0479 -0.3 -0.1 0.0
C 1.1118 0.1069 0.0320 0.3 0.0 0.1
H -1.8211 1.4932 -0.4940 0.7 2.3 0.6
C -1.5825 -0.2216 0.1044 0.1 -0.6 0.8
H 2.6669 1.1712 0.0935 0.0 -0.1 0.0
C -1.0398 1.0014 0.0777 -1.1 -1.2 -1.6
H 1.0752 -2.0722 -0.0627 0.1 0.1 -0.1
H -2.6622 -0.3150 0.1942 0.2 0.0 -0.3
C 0.4250 -1.2039 -0.0071 0.1 -0.2 0.0
```
Forces are in eV/Å.

Properties
HOMO energy ... -9.0623 eV
Orbital gap ... 8.8 eV
SMILES string ... [H]/N=c1/cncco1

(3)
ORCA calculation (the ωB97M-V functional and the def2-TZVPD basis) on one molecule with the formula C4H4N2O2.

The geometry in XYZ format:
```
12
Properties=species:S:1:pos:R:3:forces:R:3
O -2.1758 -0.7249 -0.2380 -1.3 -0.3 -0.4
C 2.0219 -0.9543 -0.1398 -1.5 0.0 -0.6
C 0.0228 -0.0071 -0.1874 -0.2 -1.5 0.6
H 0.1369 -1.9136 -0.7112 -0.5 -2.4 -0.7
C -1.4327 0.1796 -0.0407 0.6 0.4 1.4
H 2.6526 -1.8070 -0.1729 1.0 0.1 0.0
O -1.7357 1.3684 0.5756 -1.4 -2.0 -1.3
H -0.8992 1.8021 0.6121 1.4 1.1 0.3
N 0.6785 -1.2270 -0.2990 -0.6 3.7 0.3
H 2.8332 1.1404 0.4674 -0.5 -1.8 -1.1
N 0.8287 0.9245 0.1534 0.0 1.4 -0.8
C 2.0577 0.4063 0.0552 3.0 1.4 2.4
```
Forces are in eV/Å.

Properties
HOMO energy ... -9.6683 eV
Orbital gap ... 10.2 eV
SMILES string ... O=C(O)c1ncc[nH]1

(4)
ORCA calculation (the ωB97M-V functional and the def2-TZVPD basis) on one molecule with the formula C4H4N2O2.

The geometry in XYZ format:
```
12
Properties=species:S:1:pos:R:3:forces:R:3
N -0.6125 1.3701 -0.2013 1.7 0.7 2.9
H 1.5320 -1.5398 -2.4024 -0.1 0.1 -0.7
H -1.2476 2.7614 1.1427 -0.2 -2.2 0.8
H -0.8251 -1.7852 0.6621 0.6 3.6 1.8
C 1.3437 -1.0278 -1.4773 1.4 0.2 5.6
O 0.0946 -0.5441 -1.3148 -1.0 0.4 -1.2
H -1.2291 0.1739 2.9311 -1.3 0.6 -2.3
N -0.0631 0.1135 -0.0859 -3.8 -0.3 0.2
C -1.0608 1.6272 1.0726 -0.5 0.5 -3.2
C -0.7128 -0.5666 0.9428 -0.1 -2.8 -1.5
C -1.3504 0.3714 1.7845 3.4 -0.2 1.0
O 2.0531 -1.0084 -0.4675 -0.2 -0.5 -3.3
```
Forces are in eV/Å.

Properties
HOMO energy ... -9.4055 eV
Orbital gap ... 9.9 eV
SMILES string ... O=COn1cccn1

(5)
ORCA calculation (the ωB97M-V functional and the def2-TZVPD basis) on one molecule with the formula C4H4N2O2.

The geometry in XYZ format:
```
12
Properties=species:S:1:pos:R:3:forces:R:3
H -0.1972 0.9019 -1.3397 -1.2 0.5 -6.6
C -0.0600 0.7393 -0.4093 2.6 1.0 8.0
N 2.1748 -0.0911 0.1722 -1.1 3.5 -2.2
H 1.7910 2.1165 -0.1352 1.3 0.0 0.4
C -1.3163 -1.0599 -0.1533 -3.2 1.8 2.0
C 1.5168 1.0818 -0.0824 -1.7 -4.4 0.8
N -2.1977 -0.0702 -0.0364 4.1 -0.2 0.4
H 0.1779 -0.3059 1.3658 -0.7 -0.5 -1.5
O -1.3600 1.1477 0.3195 1.4 -1.0 -2.1
C 0.1354 -0.5598 0.2321 -6.1 -1.9 1.3
O 1.2059 -1.2584 -0.1018 3.1 1.9 0.0
H -2.0350 -1.9058 -0.1056 1.7 -0.6 -0.5
```
Forces are in eV/Å.

Properties
HOMO energy ... -10.3414 eV
Orbital gap ... 10.2 eV
SMILES string ... C1=NO[C@H]2C=NO[C@H]12

(6)
ORCA calculation (the ωB97M-V functional and the def2-TZVPD basis) on one molecule with the formula C4H4N2O2.

The geometry in XYZ format:
```
12
Properties=species:S:1:pos:R:3:forces:R:3
C -1.0846 -0.2409 0.0895 -3.1 -1.0 0.2
H -0.0427 -2.0021 0.5033 0.3 0.8 -0.1
H 3.0780 -0.7443 -0.5368 -0.8 -0.6 0.9
C 1.2406 -0.3546 -0.1079 3.9 -3.8 4.2
C 0.2463 1.6242 -0.0310 -0.5 1.4 0.4
N 1.3618 1.0078 0.0444 -1.7 1.7 -2.3
O -2.4633 -0.7920 -0.3026 3.6 -2.8 4.1
H 0.2441 2.7244 -0.1996 -0.4 -0.9 0.6
O -1.1162 1.1275 0.0866 2.5 -0.6 -1.7
N 2.2332 -1.2354 -0.1299 -0.4 2.9 -2.3
H -2.5336 -1.8392 0.2233 0.5 4.8 -2.4
C 0.0518 -0.9004 0.4388 -3.9 -1.9 -1.8
```
Forces are in eV/Å.

Properties
HOMO energy ... -8.9397 eV
Orbital gap ... 9.1 eV
SMILES string ... [H]/N=c1/cc(O)ocn1

(7)
ORCA calculation (the ωB97M-V functional and the def2-TZVPD basis) on one molecule with the formula C4H4N2O2.

The geometry in XYZ format:
```
12
Properties=species:S:1:pos:R:3:forces:R:3
N -0.5572 -0.0128 -2.0669 0.6 0.8 5.0
O 0.5871 -0.1745 2.5521 1.4 -1.0 -4.5
C 0.9569 -0.1414 1.3635 -0.4 4.2 2.2
N 0.1408 -0.2856 0.1839 -1.6 -1.3 -0.1
C -1.2665 -0.3285 0.0997 -3.4 1.9 -0.6
H -2.7183 0.0566 -1.4205 -1.6 0.3 -0.9
C 0.4554 -0.1490 -1.1424 1.7 0.3 -5.9
O 2.0598 0.6224 0.8921 0.3 -0.7 1.8
H -2.1103 -0.5402 0.7903 1.8 0.2 0.6
H 2.6617 1.0755 1.5951 -2.0 -1.7 -1.2
C -1.7188 0.0962 -1.1571 5.5 -3.1 1.4
H 1.5096 -0.2188 -1.6898 -2.2 0.2 2.2
```
Forces are in eV/Å.

Properties
HOMO energy ... -9.2084 eV
Orbital gap ... 9.2 eV
SMILES string ... O=C(O)n1ccnc1

(8)
ORCA calculation (the ωB97M-V functional and the def2-TZVPD basis) on one molecule with the formula C4H4N2O2.

The geometry in XYZ format:
```
12
Properties=species:S:1:pos:R:3:forces:R:3
C 1.2198 -1.1916 -0.0324 5.8 2.7 -0.5
H 0.5770 2.0833 -0.0718 0.3 0.9 0.5
O -1.1385 -1.4582 -0.1934 0.7 -0.9 0.5
O -3.0339 -0.3634 -0.2658 3.7 1.4 1.8
H 2.4419 -1.5045 -0.0380 -3.8 -0.4 0.6
N 0.2528 -1.9438 0.2481 -1.4 1.2 -0.9
H -1.5583 1.6354 0.6344 0.3 1.1 -0.3
C 0.2706 1.0675 -0.0251 7.1 0.5 -2.0
N 1.4042 0.2528 -0.3810 -1.9 -0.1 1.2
C -0.9322 0.8587 0.2378 -7.3 -0.4 2.2
C -1.8356 -0.2560 0.0482 -1.0 -3.5 -2.6
H 2.3321 0.8198 -0.1610 -2.5 -2.5 -0.6
```
Forces are in eV/Å.

Properties
HOMO energy ... -9.8291 eV
Orbital gap ... 9.8 eV
SMILES string ... O=C1C=CNC=NO1

(9)
ORCA calculation (the ωB97M-V functional and the def2-TZVPD basis) on C4H4N2O2 as an isolated structure.

The geometry in XYZ format:
```
12
Properties=species:S:1:pos:R:3:forces:R:3
O -1.6014 -1.1773 0.1273 1.3 1.3 -0.1
H 3.5639 0.6295 0.1692 -0.6 -1.3 -1.2
H 0.8191 1.4345 1.3008 2.3 -3.6 -3.4
O 0.5735 -0.7973 -0.1888 0.0 3.8 2.7
C -2.6155 -0.3528 -0.0540 -4.8 -1.0 1.9
C 1.4748 0.3979 0.3398 2.3 -2.7 -1.3
H -3.6020 -0.5691 0.3395 0.0 -1.1 -0.5
N -1.0180 1.0251 -0.3576 0.1 -4.2 1.9
C -0.6118 -0.2558 -0.0302 -0.4 1.5 -2.9
N -2.4281 0.8618 -0.2297 2.0 2.5 -1.2
H 2.7338 -1.1804 -1.1953 0.1 4.2 3.5
C 2.7118 -0.0162 -0.2210 -2.3 0.8 0.8
```
Forces are in eV/Å.

Properties
HOMO energy ... -9.3637 eV
Orbital gap ... 9.3 eV

(10)
ORCA calculation (the ωB97M-V functional and the def2-TZVPD basis) on a 2-piece molecular cluster, C4H4N2O2S overall.

The geometry in XYZ format:
```
13
Properties=species:S:1:pos:R:3:forces:R:3
O -1.0881 -2.8010 -0.1832 -0.3 -0.1 -0.3
H 2.6654 2.1526 -0.7932 -0.2 0.0 -0.3
C 1.3018 -1.8058 0.5899 0.3 1.0 -0.3
C 1.2410 -0.5218 0.2318 1.3 -0.6 -1.2
O 2.2013 -2.9444 2.6088 0.5 -0.3 0.4
N 2.2766 0.1220 -0.5784 -0.5 0.2 0.8
H -1.2584 -1.9743 -0.6735 -0.1 -0.8 0.2
S 1.5874 -3.1871 1.3048 -0.6 0.5 -0.3
H -1.5930 -3.5334 -0.5792 0.2 0.8 0.0
C 1.9771 1.3863 -0.4626 1.4 -1.3 -0.3
H 0.3228 2.4224 0.6097 -0.9 1.8 0.4
C 0.7796 1.5502 0.3017 -0.5 -2.5 0.5
N 0.3129 0.3871 0.6767 -0.6 1.4 0.3
```
Forces are in eV/Å.

Properties
HOMO energy ... -9.7749 eV
Orbital gap ... 8.1 eV

(11)
ORCA calculation (the ωB97M-V functional and the def2-TZVPD basis) on one molecule with the formula C4H4N2O4.

The geometry in XYZ format:
```
14
Properties=species:S:1:pos:R:3:forces:R:3
N 1.8048 -0.8280 0.3206 -1.9 0.4 0.7
H -2.4347 1.2096 0.8157 -1.4 -1.1 0.3
O 2.2036 1.5688 0.9135 -0.7 0.8 0.5
C -2.8684 0.1677 0.7035 2.7 1.5 -0.7
N 2.7437 0.3464 -1.0202 0.5 2.2 2.0
H -2.3637 -1.6860 0.0420 1.0 -0.2 -0.2
H -3.8539 -0.1459 0.9599 -0.5 0.2 0.1
C -0.5442 -0.2350 -0.0569 0.2 -1.0 -1.3
C 2.1078 0.6855 0.1541 1.4 -1.1 0.5
O -0.1354 0.6661 -0.7780 -0.9 -1.5 1.9
O 0.2726 -1.1762 0.5802 2.2 2.5 -1.9
H 2.8447 1.0119 -1.7644 -0.5 -0.5 -1.1
C -1.9773 -0.6773 0.1773 -0.9 0.6 0.6
O 2.2004 -0.9076 -1.0473 -1.3 -2.8 -1.4
```
Forces are in eV/Å.

Properties
HOMO energy ... -9.9094 eV
Orbital gap ... 10.1 eV
SMILES string ... C=CC(=O)On1o[nH]c1=O

(12)
ORCA calculation (the ωB97M-V functional and the def2-TZVPD basis) on one molecule with the formula C4H4N2OS.

The geometry in XYZ format:
```
12
Properties=species:S:1:pos:R:3:forces:R:3
H -0.7839 -0.9483 -1.8560 0.7 0.4 0.4
H -0.9300 0.3757 2.4473 -0.1 -0.2 -0.1
C -0.0023 -0.4171 -1.2919 -0.2 -0.2 -0.2
N -1.6736 -0.1438 1.9616 0.3 0.3 0.1
C 0.9237 0.5916 0.5052 0.3 0.2 0.2
H 1.8045 -0.0052 -2.5386 -0.3 0.0 0.3
C -1.3780 -0.3862 0.7696 0.8 0.5 0.7
C 1.2104 0.0295 -1.6299 -0.2 -0.2 -0.3
H -2.0510 -0.9067 0.1437 -0.7 -0.6 -0.7
S 1.2815 1.2261 1.9786 -0.1 -0.1 -0.2
N -0.1833 -0.0636 0.0601 -0.3 -0.2 -0.3
O 1.7820 0.6479 -0.5497 0.0 0.0 0.2
```
Forces are in eV/Å.

Properties
HOMO energy ... -8.6793 eV
Orbital gap ... 9.2 eV
SMILES string ... [H]/N=C\n1ccoc1=S

(13)
ORCA calculation (the ωB97M-V functional and the def2-TZVPD basis) on one molecule with the formula C4H4N2OS.

The geometry in XYZ format:
```
12
Properties=species:S:1:pos:R:3:forces:R:3
H -2.2504 0.3554 0.1832 -1.7 1.0 0.5
C -0.4943 1.6205 0.0298 5.9 2.0 -1.0
C -1.5702 -0.4071 0.3971 2.7 -0.4 -2.1
N -0.3342 0.1451 -0.0089 -1.9 3.2 -0.5
C 1.6708 -1.2417 -0.9457 3.8 -9.6 -4.1
H -1.3834 2.0522 -0.4214 -0.8 -0.5 0.6
C 1.0103 -0.4068 0.0155 0.5 3.7 3.4
N 2.2139 -2.2934 -1.4157 -4.3 9.1 3.5
H 1.6394 0.5584 0.3313 -0.9 -2.0 -1.2
O 0.4716 2.4379 0.2179 -3.9 -3.9 -0.3
S -1.9097 -1.9260 0.6498 -0.2 -1.2 0.7
H 0.9362 -0.8945 0.9672 0.9 -1.3 0.5
```
Forces are in eV/Å.

Properties
HOMO energy ... -9.5921 eV
Orbital gap ... 9.1 eV
SMILES string ... N#CCN(C=O)C=S

(14)
ORCA calculation (the ωB97M-V functional and the def2-TZVPD basis) on one molecule with the formula C4H4N2S.

The geometry in XYZ format:
```
11
Properties=species:S:1:pos:R:3:forces:R:3
H -2.5846 0.1119 0.6167 1.4 0.0 -0.2
N 1.1744 1.9976 1.4500 -0.5 0.2 0.2
S 1.0299 -1.0292 0.4228 -0.2 0.0 0.1
H 1.5767 0.8013 -1.2091 0.4 -1.5 2.1
H -1.2771 -1.6613 0.4865 0.4 -1.3 -0.2
C -0.6703 -0.7964 0.3820 0.9 -0.1 0.0
C -1.4653 0.3000 0.6277 -1.7 0.4 -0.2
N -1.1755 1.5296 0.9203 -1.1 1.0 0.3
C 0.0373 1.8277 1.2407 2.0 -0.1 -0.4
C 1.9462 0.0567 -0.3800 -2.8 1.7 -2.0
H 2.9605 0.1535 -0.1291 1.2 -0.4 0.4
```
Forces are in eV/Å.

Properties
HOMO energy (alpha / beta) ... -8.5644 / -8.5652 eV
Orbital gap (alpha / beta) ... 7.2 / 7.2 eV

(15)
ORCA calculation (the ωB97M-V functional and the def2-TZVPD basis) on one molecule with the formula C4H4N2S.

The geometry in XYZ format:
```
11
Properties=species:S:1:pos:R:3:forces:R:3
H -1.4308 2.8174 1.0853 0.7 -1.7 1.4
H 1.4307 -2.2681 -2.1936 -1.0 0.7 -1.1
H -1.0127 1.9383 2.8750 0.0 0.0 -2.9
C 1.0394 -2.0306 -1.2261 1.1 -0.1 1.1
N -0.6688 0.9896 -1.3203 -0.4 0.5 2.4
H 1.4919 -2.8369 -0.6229 -0.6 1.0 0.7
C 0.4843 -0.8872 -0.7639 1.1 -3.8 1.5
N -0.1626 -0.0271 -1.5352 -0.1 1.5 -2.4
C -0.4701 0.9201 0.9540 -1.2 1.9 -0.8
S 0.3053 -0.5282 1.0655 0.3 -0.5 -0.2
C -1.0067 1.9127 1.6822 0.0 0.5 0.3
```
Forces are in eV/Å.

Properties
HOMO energy ... -8.2698 eV
Orbital gap ... 7.6 eV

(16)
ORCA calculation (the ωB97M-V functional and the def2-TZVPD basis) on one molecule with the formula C4H4N2S.

The geometry in XYZ format:
```
11
Properties=species:S:1:pos:R:3:forces:R:3
N 0.2293 -0.5263 -0.1066 5.6 -2.3 0.5
H 0.5932 -1.5099 0.0836 -0.6 1.8 -0.7
N 3.7018 -0.4027 0.0451 -5.0 1.0 0.4
C 1.2481 0.3892 -0.0544 -3.0 1.6 0.2
C -2.0171 0.5225 0.1840 0.6 -5.2 -1.9
H -1.7868 1.5476 0.2696 0.0 0.8 0.4
H -1.4354 -1.4527 -0.4171 -0.8 -0.7 0.0
C -1.0870 -0.4843 -0.1737 -4.8 3.6 1.5
S 1.0576 2.0280 -0.0840 -0.1 -0.5 -0.1
C 2.5415 -0.1097 0.0798 6.7 -1.9 -0.4
H -3.0452 -0.0017 0.1738 1.5 1.8 0.0
```
Forces are in eV/Å.

Properties
HOMO energy ... -9.0772 eV
Orbital gap ... 7.8 eV
SMILES string ... C=CNC(=S)C#N

(17)
ORCA calculation (the ωB97M-V functional and the def2-TZVPD basis) on one molecule with the formula C4H4N2S.

The geometry in XYZ format:
```
11
Properties=species:S:1:pos:R:3:forces:R:3
H -1.5879 -1.9534 -0.4003 0.3 1.5 0.4
C 1.2229 0.6548 -0.0778 1.2 1.3 0.4
C -1.4961 0.0489 0.1380 -1.2 1.7 1.0
S -3.0687 0.4601 -0.0307 -0.2 -0.1 -0.3
C 1.2598 -0.7929 0.0326 2.2 0.4 -0.1
N 0.2892 -1.6020 0.0383 -0.2 -0.1 -0.2
H -0.8616 0.8020 0.6167 0.1 -0.7 -0.4
H 2.3251 -1.2473 0.0519 -2.0 0.7 0.2
C 1.4579 1.8533 -0.0353 -0.8 -1.3 -0.8
H 1.4576 2.9172 -0.2199 0.2 -0.5 0.4
N -0.9981 -1.1407 -0.1134 0.5 -2.8 -0.6
```
Forces are in eV/Å.

Properties
HOMO energy ... -8.5497 eV
Orbital gap ... 8.1 eV
SMILES string ... C#C/C=N\NC=S

(18)
ORCA calculation (the ωB97M-V functional and the def2-TZVPD basis) on a 2-piece molecular cluster, C4H4N2S overall.

The geometry in XYZ format:
```
11
Properties=species:S:1:pos:R:3:forces:R:3
N 0.9003 1.2282 -2.0909 0.9 0.2 -1.3
S 2.5642 -1.2332 0.8501 0.0 0.1 0.0
C -0.2316 1.0683 1.1264 0.9 2.0 3.3
H -2.1686 -0.6836 0.4825 1.4 -0.7 -1.9
C -0.4270 0.3860 -0.0503 1.5 0.2 -2.1
C 0.4130 0.7468 -1.1780 -1.4 0.2 2.1
H 2.4347 0.0905 0.6261 0.1 -0.2 0.1
H -0.6422 -1.7571 -0.2379 -1.6 2.2 0.5
C -1.3084 -0.7317 -0.3163 0.1 -2.8 3.8
H -1.5652 -0.8016 -1.3213 -1.1 0.3 -1.7
N 0.0308 1.6875 2.1095 -0.9 -1.8 -2.7
```
Forces are in eV/Å.

Properties
HOMO energy (alpha / beta) ... -10.4543 / -9.5909 eV
Orbital gap (alpha / beta) ... 8.1 / 6.8 eV

(19)
ORCA calculation (the ωB97M-V functional and the def2-TZVPD basis) on one molecule with the formula C4H4N2S2.

The geometry in XYZ format:
```
12
Properties=species:S:1:pos:R:3:forces:R:3
C 0.7290 -1.0145 2.5936 0.6 -0.2 0.8
H -2.3422 -2.2803 -1.7720 -0.3 0.3 -0.4
C -0.4857 -0.4316 0.3178 -0.1 0.4 -0.3
H -1.3050 1.3793 -0.6720 0.5 -0.1 0.3
S 2.1774 1.2538 0.2888 -0.6 -0.5 0.2
N 0.6391 1.7375 -0.2608 1.0 0.6 -0.1
H 2.7825 2.3779 -0.0453 0.1 0.5 -0.2
N -1.1897 -1.3305 -0.2670 0.6 0.5 0.5
S -1.9791 -0.9861 -1.7167 0.0 -0.6 0.2
C 0.1686 -0.7736 1.5634 -0.2 0.1 -0.5
C -0.3664 0.9906 -0.2213 -1.0 -1.2 0.2
H 1.2732 -1.2350 3.5095 -0.5 0.2 -0.7
```
Forces are in eV/Å.

Properties
HOMO energy ... -8.9729 eV
Orbital gap ... 8.7 eV
SMILES string ... C#CC(/C=N\S)=N/S

(20)
ORCA calculation (the ωB97M-V functional and the def2-TZVPD basis) on one molecule with the formula C4H4N2S2.

The geometry in XYZ format:
```
12
Properties=species:S:1:pos:R:3:forces:R:3
N -1.3606 -1.0060 0.1120 -2.4 -0.9 0.6
C -0.0771 0.8366 0.1434 0.2 -0.6 0.3
S 2.7318 1.0946 0.0788 -1.5 -1.1 0.1
H 3.8305 -1.5982 -0.8614 -0.5 0.3 0.4
S 2.7972 -1.3027 -0.0112 1.1 0.5 -0.3
C -1.4009 1.2031 -0.1356 -0.1 -0.1 0.5
H -3.2820 0.0596 -0.4299 2.0 -0.7 0.8
C -2.1793 0.0570 -0.1143 -0.1 0.0 -1.2
H -1.8947 2.1174 -0.2692 0.2 1.5 -0.3
N -0.1975 -0.5401 0.3166 2.8 0.4 0.5
C 1.2134 1.4319 0.1953 -0.1 0.4 -0.4
H 0.6120 -1.0913 0.7127 -1.6 0.3 -1.1
```
Forces are in eV/Å.

Properties
HOMO energy ... -8.6339 eV
Orbital gap ... 7.7 eV